Entry 1:
C27H14BrF5N3O7Pd as an isolated structure. Source: OMol25; level of theory: the ωB97M-V functional and the def2-TZVPD basis.

Structure (ORCA input):
```
! RIJCOSX wB97M-V def2-TZVPD def2/J DEFGRID3
* xyz -1 3
O 0.9142 2.6631 -1.3062
C -4.7827 2.7269 0.0407
H -4.9896 0.6251 0.4772
H 2.8140 2.5619 1.0911
Br 6.3403 -2.5495 -0.5512
C -2.3197 -0.0822 0.8190
C -2.0546 -7.0237 -0.1066
C -1.9069 -5.6554 -0.2185
C -2.5217 3.4997 -0.0022
C 0.9430 4.2552 0.4717
C 2.2240 -2.8903 -0.1696
C 3.5825 -3.1975 -0.3163
O 2.3503 0.6992 0.4670
F 0.9620 5.8037 2.2411
C 1.4133 4.9447 -1.7331
C 1.4103 6.5581 0.0568
C -0.6107 -5.1542 -0.1666
C -2.9457 1.2698 0.4425
F 1.5277 7.8223 0.4784
F 1.5857 4.6985 -3.0366
H 4.8937 -0.1037 0.0258
C 4.4987 -2.1795 -0.2701
O -2.9080 -1.1158 0.5747
C 1.0723 3.8696 -0.8779
O -7.0387 1.9859 -0.0034
N 1.6625 -5.2549 -0.0232
C -3.8745 3.7647 -0.1178
H 4.0889 1.3724 1.3855
O -1.1542 0.0306 1.3907
H -3.0470 -7.4541 -0.1419
C -6.3480 3.0059 -0.1132
C -0.9501 -7.8739 0.0529
C 2.7913 -0.5610 0.1620
H 3.8609 -4.2305 -0.4527
O 0.4769 -1.3008 -0.0123
C 4.1307 -0.8649 -0.0129
Pd -0.0464 1.3395 0.0829
C 1.1040 5.5431 0.9405
C 3.3326 1.7062 0.6733
O -6.6019 4.2026 -0.3164
C 0.3375 -7.3798 0.0980
N -2.0778 2.2728 0.2618
H -4.2289 4.7612 -0.3401
H -1.1195 -8.9398 0.1391
H 0.0459 -1.0949 0.8562
H 1.1959 -8.0259 0.2244
H -0.5883 -3.0184 -0.3181
N -0.0855 -3.8887 -0.2432
C -4.3126 1.4555 0.3386
H -2.7637 -5.0061 -0.3445
C 1.2742 -4.0093 -0.1564
C 1.5708 6.2381 -1.2843
H 3.8092 1.9907 -0.2666
C 0.5072 -6.0010 -0.0232
F 0.6314 3.2757 1.3776
F 1.8833 7.2058 -2.1483
C 1.8212 -1.5753 0.0192
H -1.7797 4.2826 -0.1152
*
```

Results
<S²>: 2.004
HOMO-LUMO gap (alpha / beta): 7.46 / 4.93 eV

These are the natural (NBO) partial charges, in e, on atoms 1 to 8: O -0.77; C -0.04; H 0.27; H 0.21; Br 0.05; C 0.74; C -0.22; C -0.25

=====

Entry 2:
C42H91O32P5 as an isolated structure. Source: OMol25; level of theory: the ωB97M-V functional and the def2-TZVPD basis.

Structure (ORCA input):
```
! RIJCOSX wB97M-V def2-TZVPD def2/J DEFGRID3
* xyz 0 1
O -13.6229 1.6408 7.4718
C -12.0300 8.8947 -14.1793
O -12.5166 0.0567 6.3594
C -1.1575 7.5186 -3.0274
H -7.6000 -8.5690 -8.0344
H -5.5347 -2.3161 2.1236
H -13.0581 8.8074 -13.8280
C 8.7861 -5.7152 5.7624
C 9.5793 -6.7880 6.5665
O 6.0469 0.7976 -5.8290
H 9.2927 -5.2090 4.9406
H -13.1104 -2.1099 8.1181
H 9.0442 2.2353 5.9869
H -7.0731 6.2611 -11.5631
C -0.3164 -0.0366 2.1538
C -7.7535 -0.9445 10.0953
O 10.6053 -6.6086 9.7237
C -6.7418 0.9855 9.4938
H -13.2945 6.8332 -8.8914
H 9.8831 -7.6316 5.9467
H 8.8031 -5.8123 10.2585
H -11.1980 6.8638 -13.7863
O -0.7682 -2.6053 0.5745
H -0.2209 0.9506 2.6059
H -11.7048 -1.8871 6.0552
H 8.4688 -4.9331 6.4522
O -2.1961 -0.9971 -0.8378
O 12.1307 -8.2904 8.2810
H -3.5871 -5.1168 -11.3955
H 15.2200 -4.3083 6.9745
H -2.3247 -5.3148 -8.1683
C -11.0101 7.9001 -13.5055
O -14.1612 -0.6146 7.6417
H -2.9685 6.5680 -4.8330
H 7.9277 -6.1586 5.2579
H -14.3631 -2.6231 7.0193
H -5.2212 -4.6846 -11.3246
H -5.1887 -3.8894 1.5884
H 11.1667 -3.9944 10.1114
C -13.6112 -1.8516 7.1850
O -0.5280 7.6389 -4.2849
O 8.1503 0.3178 -5.2668
H 15.7952 -4.9538 8.4365
C -1.3195 -5.7353 -8.1408
H -7.3950 4.2053 -10.3316
C -7.0407 -9.4641 -7.7622
O -3.8188 -6.9911 -9.6061
O 13.7475 3.9456 6.8197
H -6.9836 1.4702 8.5479
H -11.3976 6.0556 -10.0195
O -6.7778 -0.4563 9.4252
H -8.5407 1.8880 9.8999
O -8.3544 0.0275 10.8967
C -4.2208 -0.7027 -1.8695
H -12.8086 8.1234 -9.9556
H 12.9278 5.6630 11.0694
C -3.5363 -2.8293 2.3361
H -3.1817 -2.2107 3.1605
H -6.0007 -8.3312 -6.3462
H -3.1483 -2.7462 -1.3165
H 8.9028 -7.3038 7.2479
O -9.1986 6.5394 -11.6765
H 10.9973 6.8828 9.3407
H 15.3292 1.8834 4.7113
O -3.2169 -2.1208 1.1718
C -5.0318 -3.2294 2.4415
C 5.3600 1.3766 -3.7416
C -2.7456 7.5901 -4.5271
H -0.6548 -5.0234 -7.6514
H -1.2066 -0.9800 3.8679
H -4.9574 -1.0257 -2.6052
C 14.0296 2.8301 6.0068
H 14.5525 -3.7486 8.5618
H 5.0093 0.4638 -3.2600
H -0.6228 -7.6988 -7.9615
O 6.7033 1.2449 -3.8432
C -4.8207 -6.6253 -10.5485
H -7.7822 -9.8657 -7.0716
H -2.7472 -3.5699 2.4664
C 15.3086 2.8696 5.1752
P -9.8109 7.9910 -11.3595
H 5.1344 2.2290 -3.1009
H -5.8062 -6.7354 -10.0960
O 11.2511 4.2209 7.4842
C -1.5121 8.1276 -5.2041
O -8.0704 -2.1512 9.8532
H -9.9883 8.0190 -13.8658
H -9.1227 4.2645 -10.6013
O -11.1818 8.0052 -12.1393
H -3.5500 8.2949 -4.7375
H -5.5271 -3.6374 3.3226
H 0.6548 -0.7350 4.0582
O -0.5689 7.1792 -1.9838
C 10.1653 -4.2087 10.4848
H -1.3495 9.2042 -5.2543
O 13.1416 5.1703 9.0916
H 14.4329 -6.7996 8.2092
H -12.1424 8.7915 -15.2586
C 10.0961 2.4828 6.1290
O -8.8497 9.0737 -11.5657
H 10.5833 3.0692 5.3499
C -5.7422 -9.1080 -7.0657
H 12.5958 7.6532 9.6037
O 12.6710 -5.8460 8.5566
C -8.0251 6.1963 -11.0362
H -10.7135 6.3116 -8.4759
H 4.8797 2.5582 -5.3984
H -8.4273 4.8578 -9.2435
H 10.6696 1.5565 6.0954
H -11.6311 9.8989 -14.0363
P 11.5383 -6.9385 8.3599
C -4.4224 -5.0786 -10.6963
H 0.0903 -2.0196 3.2650
H -4.2661 -4.3912 -9.8650
O -1.5530 -0.2254 1.4768
H 16.2037 2.9121 5.7957
C -7.7886 1.3436 10.4710
C -13.4177 0.4209 7.2347
O 10.7508 -6.3237 7.1092
O -2.4665 7.5528 -3.1698
H -2.5946 -1.8045 -2.6968
C -0.2054 -0.9847 3.4370
H 0.5502 -0.1145 1.4973
H 13.8314 1.9335 6.5941
H 10.4327 2.3506 8.1564
C 12.3346 5.6265 10.1557
C 7.0450 0.7125 -4.9643
H 10.1922 -4.1505 11.5730
P 12.7360 3.8611 8.1447
H -7.8416 6.8617 -10.1926
O -10.3045 7.8175 -9.7986
C -3.0498 -1.7340 -1.7089
O -4.9984 -8.6521 -8.1156
H 4.1406 0.8412 -5.0876
H -4.7294 -0.6027 -0.9106
C 13.9491 -5.9064 7.8139
H 11.4602 5.0786 10.5069
H -13.0229 -1.3028 5.0403
C -8.2599 4.8686 -10.3205
H 15.2870 3.6399 4.4043
C 11.8565 6.9612 10.0069
C 10.2278 3.1912 7.4935
C -1.3758 -7.1390 -7.4067
C -12.4837 7.5312 -9.1002
P -1.8094 -1.5776 0.6478
H -3.8163 0.2613 -2.1780
C -12.6265 -1.3052 6.0556
H -6.7392 -10.0598 -8.6238
H 9.2785 3.5686 7.8736
H -4.6546 -7.0666 -11.5312
H -7.4696 1.8992 11.3529
H -5.8373 1.2970 10.0162
O -4.7307 -6.1975 -7.3440
H -0.9922 -5.7554 -9.1803
H -5.3673 -9.9387 -6.4677
H 9.3777 -5.2132 8.6917
P -4.0488 -7.3174 -8.0635
O 12.7073 2.5704 8.9271
H -12.3715 8.2756 -8.3120
O -2.5699 -7.8760 -7.4961
C 5.0019 1.5077 -5.1346
C -11.1235 6.8528 -9.3285
H 11.4923 7.3746 10.9474
H 13.8507 -6.0176 6.7341
C 9.6787 -5.4683 9.7078
H -1.3115 7.6201 -6.1477
H 9.4968 -3.3644 10.3166
C 14.8768 -4.6021 7.9664
H 13.1988 2.8107 5.3015
H -0.9914 -7.0562 -6.3901
*
```

Results
HOMO-LUMO gap: 10.63 eV
Relative energy (zero: lowest compared OMol25 entry of this formula, charge and spin): 231.4 kcal per mole

These are the Mulliken partial charges, in e, on atoms 1 to 8: O -0.60; C -1.24; O -0.30; C 0.67; H 0.29; H 0.28; H 0.30; C -1.09

=====

Entry 3:
An isolated molecule of C16H18FNO2. Source: OMol25; level of theory: the ωB97M-V functional and the def2-TZVPD basis.

Structure (ORCA input):
```
! RIJCOSX wB97M-V def2-TZVPD def2/J DEFGRID3
* xyz 0 1
H 5.0344 0.5901 0.2416
C -3.7805 -0.3075 -0.6202
H -3.7341 -0.3579 -1.6631
H -4.7011 0.5677 -0.3444
C 1.6336 -0.8566 -0.7861
H -3.5846 -4.2091 0.1750
H -3.9283 -1.2793 1.3468
H -2.8658 -3.3549 1.8621
H -2.5037 -2.5062 -0.9863
H -4.7247 -1.9538 -0.0082
C 2.5338 -1.7042 0.0082
F 4.6559 -1.8423 0.9219
C 3.2417 1.1338 -0.5509
C -1.6137 0.8712 -0.9401
C -1.5695 1.9859 1.4268
C -0.4399 2.0222 0.6403
O 0.6977 2.4619 1.2308
H 1.2592 2.4341 -1.5755
C 0.8301 1.2116 -1.5172
O -1.7246 0.1888 -2.1370
H -3.5066 1.1872 1.7569
H 0.6210 -1.1895 -0.7758
H 0.4710 1.1634 -2.6066
H 2.4140 -2.6099 0.0871
C -2.7231 1.1630 1.2696
C 3.8649 -1.2945 0.2868
H 3.3315 2.1207 -0.5272
C -2.7105 -3.6713 0.8371
H 1.4750 2.7115 0.6004
H -1.6177 2.4307 2.6117
C -3.7111 -1.3588 0.2781
N -2.7042 0.5715 -0.0372
C -2.4747 -2.3198 0.0785
C 1.9178 0.6030 -0.8093
H -1.7752 -1.9222 0.4629
H -1.8671 -4.2458 0.8565
C -0.3589 1.3464 -0.5024
C 4.0768 0.1535 0.1347
*
```

Results
SMILES: CCCCn1ccc(O)c(Cc2ccc(F)cc2)c1=O
HOMO-LUMO gap: 8.29 eV
Relative energy (zero: lowest compared OMol25 entry of this formula, charge and spin): 270.9 kcal per mole

These are the natural (NBO) partial charges, in e, on atoms 1 to 8: H 0.20; C -0.18; H 0.28; H 0.17; C -0.18; H 0.20; H 0.22; H 0.20

=====

Entry 4:
An isolated molecule of C5H9N. Source: OMol25; level of theory: the ωB97M-V functional and the def2-TZVPD basis.

Structure (ORCA input):
```
! RIJCOSX wB97M-V def2-TZVPD def2/J DEFGRID3
* xyz 0 1
H 2.6179 -2.9508 0.2777
C -0.1139 0.6038 -0.0383
H 0.8604 -2.9512 1.1578
H -0.5766 -1.1183 1.0833
C 1.2046 -1.5031 -0.2035
C 1.6012 -2.6130 0.4377
H 0.8884 0.9638 -0.2588
N -1.1571 2.7215 -0.3922
C -0.1681 -0.9220 0.0890
H -0.8344 -1.2143 -0.7364
H -2.0868 3.1178 -0.4109
H -2.2766 1.1275 0.2336
H -0.5268 3.3706 0.0730
C -1.1908 1.3893 0.0595
H 1.8714 -0.8315 -0.7748
*
```

Results
SMILES: C=CC/C=C/N
HOMO-LUMO gap: 9.22 eV
Relative energy (zero: lowest compared OMol25 entry of this formula, charge and spin): 46.5 kcal per mole

These are the natural (NBO) partial charges, in e, on atoms 1 to 8: H 0.21; C -0.25; H 0.20; H 0.22; C -0.16; C -0.42; H 0.20; N -0.83

=====

Entry 5:
C10H21ClMnNO2P2Se as an isolated structure. Source: OMol25; level of theory: the ωB97M-V functional and the def2-TZVPD basis.

Structure (ORCA input):
```
! RIJCOSX wB97M-V def2-TZVPD def2/J DEFGRID3
* xyz 3 4
H -1.2689 0.8514 -3.1439
H 2.7125 2.4257 -0.2571
C 0.1463 -4.0409 -0.1249
H -3.3449 0.8589 1.0452
O -1.0578 -0.0198 2.4886
C -3.3246 1.2089 0.0087
H 3.1451 1.0074 -1.2421
C -2.0561 1.2487 -2.4955
H 2.0957 2.3320 2.2582
H -3.0282 1.1986 -2.9944
H 3.9502 -0.9380 1.7433
H -3.0617 2.2741 0.0065
N -0.0314 2.1718 -0.0326
Cl 0.9934 0.0090 -2.2750
H -2.3432 -1.7753 -2.1780
H -2.9029 -1.9438 -0.5018
H 4.1949 1.4867 0.1465
C -0.1531 3.3626 -0.0560
C -2.8943 -1.2785 -1.3732
C -0.3397 -3.2274 0.9162
H 2.4724 -1.9295 1.5500
C 3.1689 1.4269 -0.2283
H 0.1222 -5.1274 0.1755
H 1.5248 0.9012 3.1448
P -2.0923 0.2838 -0.9492
Mn 0.1004 0.2632 -0.2383
C -0.5889 -0.0853 1.4131
Se -0.3315 5.0874 -0.2571
C 2.2743 1.2605 2.4287
H -4.3114 1.0698 -0.4506
H 1.1906 -3.7223 -0.3350
O -0.7598 -2.7848 1.9095
H -3.9206 -1.0752 -1.6955
H 3.2834 1.1164 2.8371
C 3.1003 -1.1610 1.0845
H -0.4473 -3.8559 -1.0453
H -1.8074 2.2884 -2.2496
H 3.4468 -1.5352 0.1138
P 2.1438 0.3667 0.8532
*
```

Results
<S²>: 3.822
HOMO-LUMO gap (alpha / beta): 6.94 / 6.54 eV

These are the natural (NBO) partial charges, in e, on atoms 1 to 8: H 0.28; H 0.25; C -0.85; H 0.26; O -0.38; C -0.95; H 0.28; C -0.93

=====

Entry 6:
C25H28Cl2MoN2O4 as an isolated structure. Source: OMol25; level of theory: the ωB97M-V functional and the def2-TZVPD basis.

Structure (ORCA input):
```
! RIJCOSX wB97M-V def2-TZVPD def2/J DEFGRID3
* xyz -2 3
Mo 1.0205 1.0122 -0.3413
H -2.5991 -1.9308 -3.0484
C 0.5630 2.2939 2.8647
H -4.2338 1.3180 5.3620
H -2.1970 1.3861 3.9365
H -2.8687 1.0955 -1.7134
H 3.2772 1.4345 8.1388
C 0.9025 -2.6653 -1.8747
H 0.9190 -3.2482 -2.8113
H -0.4758 2.7409 0.9016
C 0.5118 1.0736 -2.4695
O 0.5334 3.4101 2.3328
H 1.9146 -2.6858 -1.4578
H 0.3194 3.1773 -2.2515
C -0.8617 0.6239 -2.2443
N 0.4721 2.1514 4.2556
O 0.1699 -1.0928 3.2437
C -2.1390 1.0002 4.9614
C -3.2921 0.9289 5.7569
C -2.0157 -0.1726 7.5096
C 1.3633 -0.1057 -2.2444
Cl 1.4637 -1.1168 0.6860
H 0.0446 -0.6426 7.0111
C 3.0808 0.8881 7.2170
H -1.9417 -0.6241 8.5031
H -1.3807 -2.2511 1.8983
O -2.2006 -2.4250 1.3352
C 2.4619 -0.5745 4.9047
H 0.6784 2.6183 -3.9254
H 2.9958 -0.2725 -3.5845
H 2.2009 -1.1919 4.0441
H -4.1174 0.3157 7.6679
H 4.3401 -1.5455 5.1263
H 0.2590 -3.2148 -1.1778
C 0.3449 0.8019 4.6516
C -2.0796 1.4620 -2.3835
C -0.8755 -0.1357 6.6969
C -2.1311 -1.6048 -2.0944
C 4.0012 -0.0217 6.6656
H -1.8203 2.4696 -2.0421
H 0.4793 2.9578 4.8690
H 1.1262 1.8228 6.9553
H -1.9878 -2.4948 -1.4814
O -0.7230 2.1556 0.1498
C 1.8726 1.1181 6.5648
C -0.8798 -0.7818 -2.0547
H 1.9525 2.6717 -2.6349
H 3.2380 -1.1339 -2.0466
C 1.6019 0.4055 5.3945
Cl 2.4971 2.6343 -0.0377
C 0.4572 -1.2416 -1.9688
C 2.8210 -0.2230 -2.4960
C -3.2229 0.3598 7.0400
H 3.3379 0.6561 -2.0790
H -2.8885 -1.0016 -1.5891
C 0.3560 0.1063 3.2438
H 4.9812 -0.1431 7.1222
C -0.9191 0.5488 5.4733
C 0.9018 2.4628 -2.8507
H -2.5176 1.5074 -3.3958
N 0.6032 1.0434 2.2660
C 3.6806 -0.7850 5.5433
*
```

Results
<S²>: 2.035
HOMO-LUMO gap: 4.16 eV

These are the natural (NBO) partial charges, in e, on atoms 1 to 8: Mo 1.16; H 0.19; C 0.79; H 0.21; H 0.24; H 0.24; H 0.19; C -0.68

=====

Entry 7:
A 2-piece molecular cluster, C11H10N2O2 overall. Source: OMol25; level of theory: the ωB97M-V functional and the def2-TZVPD basis.

Structure (ORCA input):
```
! RIJCOSX wB97M-V def2-TZVPD def2/J DEFGRID3
* xyz 0 1
H 5.7837 -0.7184 0.2564
H 0.0925 -1.4496 0.1235
H 4.2283 -2.3685 0.7913
H 2.3671 1.8922 -0.8901
H -3.7991 -0.9399 1.5970
C -3.8437 -0.0959 0.9152
H 4.6594 1.8175 -0.5760
O -2.5464 -2.5367 -0.3846
N 0.5738 0.3738 -0.2163
C -3.8622 1.8578 -0.2644
C 2.8126 1.0129 -0.5334
H -4.8405 1.8938 1.4717
O -0.3627 -0.6076 0.0873
C -2.6011 -1.4114 -0.7734
H -2.8523 0.8803 -2.0304
C -4.1427 1.2602 0.9985
H 1.7878 -2.0672 0.8046
C 4.1596 0.7824 -0.3505
C 4.6919 -0.4191 0.1634
C 3.7504 -1.3978 0.4464
C -3.2785 0.8883 -1.0520
N -3.2372 -0.3312 -0.3909
C 1.8682 0.0564 -0.1178
C 2.3964 -1.2208 0.4133
H -3.8050 2.8486 -0.4888
*
```

Results
HOMO-LUMO gap (alpha / beta): 8.33 / 6.86 eV
Relative energy (zero: lowest compared OMol25 entry of this formula, charge and spin): 150.4 kcal per mole

These are the natural (NBO) partial charges, in e, on atoms 1 to 8: H 0.23; H 0.46; H 0.22; H 0.23; H 0.23; C -0.05; H 0.23; O -0.52

=====

Number 1: E -134139.657 eV. Number 2: E -156998.026 eV. Number 3: E -25175.625 eV. Number 4: E -6818.978 eV. Number 5: E -144031.717 eV. Number 6: E -64450.507 eV. Number 7: E -18638.108 eV.